No. 1
Entry from OMol25: one molecule with the formula CH2BrFO at a distorted geometry (wB97M-V/def2-TZVPD).

Computed properties:
Energy relative to the best compared isomer or geometry (same formula, charge and spin): 2.1282 eV
E_tot: -2788.342564 Eh
Max |F|: 0.0410 Eh/bohr
Orbital gap: 9.2689 eV
E_HOMO: -10.610 eV

Structure (ORCA input):
```
! wB97M-V def2-TZVPD RIJCOSX def2/J DEFGRID3
* xyz 0 1
Br 1.116 1.610 -1.443
F 0.237 0.231 1.368
O -0.385 0.600 -0.789
C -0.232 -0.348 0.236
H 0.462 -1.248 0.023
H -1.199 -0.845 0.605
*
```

Results of the Mulliken charge analysis, in e, for atoms 1 through 2: 0.12 -0.25

=====

No. 2
Entry from OMol25: one molecule with the formula C5H8N2 at a distorted geometry (wB97M-V/def2-TZVPD).

Computed properties:
Energy relative to the best compared isomer or geometry (same formula, charge and spin): 4.0953 eV
E_tot: -304.684997 Eh
Max |F|: 0.0206 Eh/bohr
Orbital gap: 8.0932 eV
E_HOMO: -7.242 eV

Structure (ORCA input):
```
! wB97M-V def2-TZVPD RIJCOSX def2/J DEFGRID3
* xyz 0 1
N -0.832 -1.193 -0.484
N -1.591 0.193 1.366
C 0.737 -0.272 0.736
C 0.305 -1.215 -1.234
C -0.594 -0.526 0.701
C 1.129 1.214 -0.715
C 1.303 -0.436 -0.571
H 1.800 1.812 -0.081
H -2.309 -0.358 1.808
H 0.115 1.587 -0.411
H 0.324 -1.904 -2.082
H -1.747 -1.480 -0.801
H -1.156 0.828 2.024
H 1.278 0.268 1.495
H 1.239 1.481 -1.750
*
```

Results of the Mulliken charge analysis, in e, for atoms 1 through 2: -0.03 -0.50

=====

No. 3
Entry from OMol25: a 2-piece molecular cluster, C4H9O overall at a distorted geometry (wB97M-V/def2-TZVPD).

Computed properties:
Energy relative to the best compared isomer or geometry (same formula, charge and spin): 2.5684 eV
E_tot: -232.860830 Eh
Max |F|: 0.0740 Eh/bohr
Orbital gap (spin up / spin down): 10.3467 / 7.7381 eV
E_HOMO (spin up / spin down): -9.441 / -9.441 eV

Structure (ORCA input):
```
! wB97M-V def2-TZVPD RIJCOSX def2/J DEFGRID3
* xyz 0 2
O -0.915 2.324 0.141
C 0.406 2.289 0.665
C 0.021 -1.070 0.023
C -0.547 -0.762 -1.385
C -0.020 -2.238 0.649
H -0.738 -3.009 0.367
H 0.508 -0.101 0.132
H 1.010 1.359 0.724
H -1.415 -1.478 -1.388
H 0.373 -2.261 1.710
H 0.474 -1.175 -1.882
H 0.541 2.781 1.687
H 1.017 3.024 0.081
H -0.715 0.318 -1.524
*
```

Results of the Mulliken charge analysis, in e, for atoms 1 through 2: -0.27 -0.49

=====

No. 4
Entry from OMol25: C5H10O2 as an isolated structure at a distorted geometry (wB97M-V/def2-TZVPD).

Computed properties:
Energy relative to the best compared isomer or geometry (same formula, charge and spin): 5.5191 eV
E_tot: -346.822610 Eh
Max |F|: 0.0332 Eh/bohr
Orbital gap (spin up / spin down): 7.9121 / 8.0905 eV
E_HOMO (spin up / spin down): -7.028 / -7.193 eV

Structure (ORCA input):
```
! wB97M-V def2-TZVPD RIJCOSX def2/J DEFGRID3
* xyz 0 1
O -1.544 1.617 -1.245
O 0.804 -1.335 1.484
C -0.493 0.282 0.415
C -0.320 1.446 -0.543
C 0.242 -1.967 0.469
C 0.691 -0.014 1.300
C -0.703 -1.091 -0.283
H 0.506 1.235 -1.238
H 2.360 -0.495 -0.575
H -1.366 0.516 1.052
H 2.191 0.140 -0.103
H -0.448 -1.059 -1.352
H -1.740 -1.443 -0.221
H -1.407 2.318 -1.904
H 0.278 -3.044 0.535
H 1.000 0.543 2.178
H -0.049 2.352 0.030
*
```

Results of the Mulliken charge analysis, in e, for atoms 1 through 2: -0.52 -0.26

=====

No. 5
Entry from OMol25: a 2-piece molecular cluster, C17H19NO2 overall at a distorted geometry (wB97M-V/def2-TZVPD).

Computed properties:
Energy relative to the best compared isomer or geometry (same formula, charge and spin): 17.4199 eV
E_tot: -863.858245 Eh
Max |F|: 0.3332 Eh/bohr
Orbital gap: 8.2366 eV
E_HOMO: -7.504 eV

Structure (ORCA input):
```
! wB97M-V def2-TZVPD RIJCOSX def2/J DEFGRID3
* xyz 0 1
O 4.752 -2.732 0.753
O -1.757 2.372 0.598
N -0.979 -0.432 0.309
C 2.439 -0.450 -0.733
C -2.426 1.551 -0.319
C -4.761 2.236 0.450
C -3.860 1.755 -0.443
C 1.514 -1.807 1.035
C -5.970 2.536 0.482
C 6.698 -1.029 0.936
C -5.850 1.514 -1.661
C 3.700 -1.048 -0.498
C 0.073 -0.339 -0.230
C 6.017 -2.239 0.174
C 2.702 -2.320 1.022
C -4.606 1.264 -1.620
C -6.578 2.193 -0.900
C 1.419 -0.715 0.229
C 3.750 -1.986 0.466
C -2.387 -0.097 0.326
H 2.843 -3.169 1.866
H -6.465 3.216 1.127
H -6.472 1.148 -2.970
H -3.982 0.855 -2.313
H -2.018 1.274 -1.369
H 6.875 -3.108 0.345
H 6.867 -1.272 1.749
H -2.773 -0.020 1.147
H -2.839 -0.711 -0.202
H 2.318 0.205 -1.279
H 5.920 -2.314 -0.822
H 6.073 -0.177 1.007
H 0.073 0.616 -1.010
H 0.512 -2.228 1.550
H 7.710 -0.875 0.432
H -7.767 2.431 -0.946
H -1.048 2.033 0.906
H 4.485 -0.574 -0.996
H -4.204 2.444 1.402
*
```

Results of the Mulliken charge analysis, in e, for atoms 1 through 2: -0.47 -0.46